Record 1
ORCA calculation (the ωB97M-V functional and the def2-TZVPD basis) on a 5-piece molecular cluster, C23H44INO16S overall.

CARTESIAN COORDINATES (ANGSTROEM)
1 C -3.11951 -4.24908 -0.81164
2 C -2.51458 -5.57335 -1.32705
3 O -1.58048 -6.15996 -0.40915
4 C -0.26559 -6.08278 -0.72418
5 O 0.41871 -7.04486 -0.63396
6 C 0.31560 -4.75228 -1.15417
7 C 1.29199 -4.17746 -0.10378
8 C 0.72562 -3.05902 0.79111
9 C 0.16875 -1.86808 0.04494
10 O -0.99069 -1.72900 -0.20356
11 O 1.10390 -0.90604 -0.27600
12 C 1.10900 -0.36108 -1.59081
13 N 2.36580 0.38088 -1.64145
14 S 1.11387 -1.73124 -2.85972
15 C -0.02281 0.66672 -1.91349
16 I -0.55169 1.80757 -0.17866
17 C -1.26531 0.15318 -2.67076
18 C -1.20654 0.44110 -4.18383
19 H -2.96505 -3.44311 -1.54125
20 H -4.18908 -4.34377 -0.60870
21 H -2.58280 -3.94540 0.09297
22 H -2.03115 -5.39359 -2.29786
23 H -3.30611 -6.30561 -1.51342
24 H 0.89299 -4.95903 -2.06664
25 H -0.44580 -4.01899 -1.45024
26 H 2.21546 -3.82345 -0.57719
27 H 1.58422 -4.99271 0.57188
28 H 1.47243 -2.72942 1.52379
29 H -0.12145 -3.46177 1.36702
30 H 3.12460 -0.24478 -1.37719
31 H 2.54283 0.62463 -2.61333
32 H 2.27963 -1.44074 -3.44499
33 H 0.45879 1.42073 -2.54921
34 H -1.46655 -0.90592 -2.47602
35 H -2.14052 0.67830 -2.26502
36 H -0.18600 0.33205 -4.56358
37 H -1.82325 -0.29784 -4.71526
38 H -1.61566 1.42826 -4.42859
39 C -0.87236 6.78968 -3.10706
40 O 0.51574 6.56789 -3.37636
41 C 0.84960 5.28308 -3.48962
42 O 0.10047 4.34824 -3.38571
43 O 2.15822 5.21121 -3.73274
44 C 2.65737 3.87850 -3.86039
45 H -1.00643 7.86577 -3.04602
46 H -1.48857 6.39853 -3.91430
47 H -1.16146 6.33306 -2.16258
48 H 2.17631 3.36777 -4.69361
49 H 2.50047 3.32072 -2.93720
50 H 3.72164 3.97405 -4.05433
51 C 0.72778 10.00753 -4.23908
52 O -0.39771 10.60225 -4.89144
53 C -0.23133 10.80331 -6.19811
54 O 0.75283 10.53325 -6.83467
55 O -1.34535 11.35572 -6.67906
56 C -1.30690 11.62909 -8.08203
57 H 0.46268 9.89965 -3.19106
58 H 0.94035 9.02539 -4.65665
59 H 1.60353 10.64889 -4.31689
60 H -1.16863 10.71019 -8.64853
61 H -0.50886 12.33154 -8.31443
62 H -2.26785 12.07091 -8.32811
63 C 3.15762 -4.91310 7.33237
64 O 3.04152 -3.49636 7.18492
65 C 2.51478 -3.08096 6.03609
66 O 2.19804 -3.77073 5.10324
67 O 2.42547 -1.75301 6.09450
68 C 1.99658 -1.10765 4.89763
69 H 3.63975 -5.07458 8.29170
70 H 2.17349 -5.37945 7.33381
71 H 3.77219 -5.33553 6.53938
72 H 1.01897 -1.44798 4.56204
73 H 2.73673 -1.25533 4.11194
74 H 1.94967 -0.05133 5.14563
75 C -1.83627 -4.40560 10.18752
76 O -2.77165 -4.80145 9.18160
77 C -2.24022 -5.51497 8.18789
78 O -1.08286 -5.83191 8.09287
79 O -3.20789 -5.81695 7.32649
80 C -2.77676 -6.59454 6.20525
81 H -2.40456 -3.84027 10.92011
82 H -1.39038 -5.27783 10.66183
83 H -1.05724 -3.77596 9.76155
84 H -2.36928 -7.54858 6.53410
85 H -2.03116 -6.05253 5.62663
86 H -3.66160 -6.76265 5.59986

Total energy = -77750.4490 eV
SMILES = CCOC(=O)CCCC(=O)O[C@@](N)(S)[C@H](I)CC.COC(=O)OC.COC(=O)OC.COC(=O)OC.COC(=O)OC
Orbital gap = 9.3 eV
LUMO energy = 0.0049 hartree
Total charge = 0

Atomic partial charges in e from the Löwdin method, atoms 1 to 8: atom 1 (C): -0.06, atom 2 (C): -0.22, atom 3 (O): -0.01, atom 4 (C): -0.51, atom 5 (O): 0.15, atom 6 (C): -0.11, atom 7 (C): -0.15, atom 8 (C): -0.08

=====

Record 2
ORCA calculation (the ωB97M-V functional and the def2-TZVPD basis) on C23H44IrN3O2P2 as an isolated structure.

CARTESIAN COORDINATES (ANGSTROEM)
1 Ir -0.40625 0.37564 -0.51634
2 P -0.32625 -1.56406 -1.59434
3 P -0.04825 2.48104 0.09906
4 N 1.03185 0.91764 -2.17124
5 C 1.27515 -1.49176 -2.60574
6 H 1.91535 -2.35756 -2.36764
7 H 1.03095 -1.55586 -3.68114
8 C 2.01765 -0.18246 -2.30334
9 H 2.56365 -0.25596 -1.34854
10 H 2.75255 0.04124 -3.10534
11 C 1.58775 2.29894 -2.10444
12 H 0.92995 2.94564 -2.70984
13 H 2.59225 2.32604 -2.56984
14 C 1.63125 2.81464 -0.66524
15 H 1.93825 3.87554 -0.63684
16 H 2.36245 2.23484 -0.07704
17 C 0.12125 2.98894 1.90766
18 C 0.30015 1.79144 2.85536
19 H 1.32835 1.39244 2.83626
20 H -0.40105 0.97754 2.60326
21 H 0.08425 2.10814 3.89236
22 C -1.13945 3.82614 -0.63934
23 C -2.58625 3.64284 -0.15304
24 H -3.28675 3.71384 -1.00484
25 H -2.86695 4.42664 0.57346
26 H -2.71675 2.65794 0.32506
27 C -1.59735 -2.01226 -2.91234
28 C -2.80965 -2.69916 -2.26574
29 H -3.71745 -2.62866 -2.89314
30 H -3.02095 -2.23286 -1.28564
31 H -2.60195 -3.77346 -2.11064
32 C -0.05045 -3.14206 -0.60244
33 C -1.13545 -3.36966 0.46216
34 H -0.75855 -4.06686 1.23266
35 H -2.05285 -3.80516 0.03216
36 H -1.40905 -2.42496 0.95586
37 C -1.86835 0.05994 0.41186
38 C -0.64255 5.26604 -0.45234
39 H 0.17755 5.32044 0.28646
40 H -0.27985 5.71184 -1.39474
41 H -1.46315 5.90494 -0.07664
42 C -0.95655 -2.93096 -3.96534
43 H -1.63715 -3.76206 -4.21894
44 H -0.74615 -2.36186 -4.88944
45 H -0.00565 -3.36356 -3.61364
46 C 0.19725 -4.39046 -1.46174
47 H 0.41835 -5.25876 -0.81434
48 H -0.69165 -4.64716 -2.06454
49 H 1.05065 -4.26236 -2.15174
50 C -1.09555 3.83534 2.32246
51 H -2.04985 3.31154 2.15406
52 H -1.04235 4.08624 3.39476
53 H -1.10995 4.77794 1.74446
54 H 1.02995 3.61854 1.96296
55 H 0.88405 -2.88916 -0.06404
56 H -1.11915 3.56834 -1.71584
57 H -1.92495 -1.06906 -3.39034
58 O -2.88415 -0.11676 0.98016
59 H 0.39145 0.87344 -2.96954
60 H -1.53855 0.98174 -1.59654
61 N 1.18805 -2.85496 5.31886
62 C 0.52365 -2.38086 4.23426
63 O -0.68655 -2.54806 4.17876
64 C 1.21235 -1.65256 3.11586
65 C 2.59125 -1.46016 3.08756
66 C 3.14625 -0.71686 2.06806
67 C 2.33975 -0.18526 1.06086
68 N 0.97375 -0.39176 1.00156
69 C 0.44835 -1.10646 2.06196
70 H 0.66955 -3.34186 6.06546
71 H 2.20035 -2.74366 5.44676
72 H 3.25185 -1.83886 3.85056
73 H 4.21355 -0.53006 2.06346
74 H 2.90275 0.40214 0.40036
75 H -0.60025 -1.18956 2.17696

2S+1 = 5
Total energy = -54526.3373 eV
Orbital gap (spin up / spin down) = 5.0 / 5.7 eV
LUMO energy (spin up / spin down) = -0.2021 / -0.3602 hartree
Total charge = +2

Atomic partial charges in e from the Löwdin method, atoms 1 to 8: atom 1 (Ir): 1.07, atom 2 (P): 0.91, atom 3 (P): 0.90, atom 4 (N): -0.22, atom 5 (C): -0.25, atom 6 (H): 0.10, atom 7 (H): 0.09, atom 8 (C): -0.25

=====

Record 3
ORCA calculation (the ωB97M-V functional and the def2-TZVPD basis) on a 2-piece molecular cluster, C23H44NO6P2 overall.

CARTESIAN COORDINATES (ANGSTROEM)
1 C 6.85535 1.85703 -0.27005
2 C 6.14073 2.09063 -1.74969
3 C 4.62332 2.63578 -1.44669
4 C 4.36520 4.18225 -2.02908
5 C 3.73667 3.99227 -3.53115
6 O 3.47276 4.82897 -1.05461
7 P 2.81096 6.32631 -1.64860
8 O 3.75661 7.13557 -2.62657
9 O 1.23895 6.05782 -2.43116
10 C 0.57605 4.89548 -1.81967
11 O -0.75858 4.58213 -2.43022
12 C -1.46851 3.90361 -1.29536
13 C -2.70446 4.75115 -0.61763
14 C -3.48443 4.07433 0.66452
15 C -2.97569 2.59083 1.19986
16 C -1.73088 1.73339 0.49481
17 C -0.94092 2.41635 -0.79539
18 O 2.58547 7.35592 -0.22207
19 P 3.40491 6.68402 1.16226
20 O 4.99969 6.56270 0.96508
21 H 6.65246 0.72984 0.03565
22 H 7.99023 2.13799 -0.32501
23 H 6.38051 2.52036 0.58432
24 H 6.02218 1.03314 -2.27907
25 H 6.76726 2.80193 -2.43593
26 H 4.38369 2.68092 -0.27830
27 H 3.78949 1.95074 -1.91275
28 H 5.39682 4.72944 -2.15241
29 H 4.26571 4.70634 -4.31147
30 H 2.58123 4.15761 -3.61432
31 H 3.93144 2.87418 -3.90116
32 H 1.18735 3.88788 -1.89362
33 H 0.32770 5.20144 -0.69552
34 H -2.96996 5.82220 -1.07268
35 H -4.34490 4.70886 1.16122
36 H -3.49816 2.07908 2.13156
37 H -1.35201 0.68741 0.88067
38 H -0.03358 1.88432 -1.34888
39 H 3.24580 7.55363 2.33565
40 H 2.78996 5.42309 1.53719
41 C -1.87725 -7.57372 1.42591
42 C -2.53153 -6.66430 2.45290
43 C -3.68701 -5.82323 1.90743
44 C -3.38218 -4.80983 0.80278
45 N -2.43479 -3.62548 1.14263
46 C -2.97713 -2.31968 0.51681
47 C -4.05881 -1.86456 1.47319
48 C -3.54335 -2.22872 2.84898
49 C -2.41932 -3.23106 2.64223
50 C -0.98878 -3.90002 0.66054
51 C -0.71510 -3.69338 -0.83950
52 C -1.33363 -4.68653 -1.80922
53 H -1.40128 -7.00656 0.62212
54 H -1.10026 -8.17777 1.90791
55 H -2.61176 -8.25379 0.98014
56 H -1.76064 -6.03584 2.90874
57 H -2.92684 -7.29423 3.25842
58 H -4.20329 -5.32542 2.73615
59 H -4.43210 -6.52140 1.49777
60 H -4.33154 -4.37743 0.46793
61 H -2.96797 -5.33594 -0.05470
62 H -2.15526 -1.59514 0.49904
63 H -3.33709 -2.51920 -0.49751
64 H -5.00148 -2.39122 1.27732
65 H -4.26521 -0.79468 1.38040
66 H -4.34227 -2.64448 3.47180
67 H -3.15964 -1.34443 3.36904
68 H -2.49598 -4.10420 3.28821
69 H -1.46159 -2.74586 2.85483
70 H -0.71542 -4.90288 0.99239
71 H -0.34379 -3.19207 1.19318
72 H 0.37355 -3.76276 -0.96913
73 H -0.97616 -2.67922 -1.15198
74 H -1.16247 -5.71727 -1.48970
75 H -0.88244 -4.56929 -2.80016
76 H -2.40656 -4.51530 -1.93066

Total energy = -56900.4309 eV
Orbital gap = 8.5 eV
LUMO energy = -0.0908 hartree
Total charge = +1

Atomic partial charges in e from the Löwdin method, atoms 1 to 8: atom 1 (C): -0.14, atom 2 (C): -0.23, atom 3 (C): -0.17, atom 4 (C): -0.34, atom 5 (C): -0.08, atom 6 (O): -0.31, atom 7 (P): 0.76, atom 8 (O): -0.29

=====

no.,maximum force (eV Å⁻¹)
1,1.37
2,8.03
3,6.40